The following is a quantum chemistry calculation of 11 unconnected molecules or ions with the total composition C41H61Cl6F3O15 in a non-equilibrium geometry, from the OMol25 dataset.

Each line ends with the Mulliken charge.
Positions of all 126 atoms, in Å:
C (1.306, -3.179, 2.651)  -0.097
Cl (2.799, -2.239, 2.721)  -0.137
Cl (-0.085, -2.420, 3.416)  -0.055
H (1.088, -3.396, 1.610)  -0.217
H (1.494, -4.142, 3.115)  0.493
C (-2.911, 1.784, -3.845)  0.356
Cl (-1.805, 3.150, -3.469)  -0.141
Cl (-4.590, 2.257, -3.687)  -0.155
H (-2.732, 1.566, -4.888)  0.438
H (-2.650, 0.983, -3.166)  -0.472
C (3.055, -3.369, -2.607)  0.712
Cl (1.881, -3.597, -3.890)  -0.074
Cl (4.736, -3.266, -3.214)  -0.200
H (2.921, -2.398, -2.161)  -0.718
H (2.946, -4.172, -1.896)  0.255
C (-2.573, -3.406, -6.463)  -1.345
C (-1.096, -3.206, -6.723)  0.062
O (-0.931, -2.932, -8.100)  -0.295
C (0.323, -2.731, -8.485)  0.814
O (1.287, -2.834, -7.783)  -0.583
O (0.299, -2.392, -9.760)  -0.343
C (1.534, -2.159, -10.392)  -0.657
H (-3.188, -2.574, -6.823)  0.351
H (-2.747, -3.452, -5.388)  0.343
H (-2.926, -4.284, -6.997)  0.362
H (-0.621, -4.167, -6.491)  0.246
H (-0.601, -2.473, -6.086)  0.237
H (1.486, -1.204, -10.922)  0.240
H (1.727, -2.910, -11.160)  0.248
H (2.373, -2.123, -9.701)  0.344
C (0.835, 4.352, 5.634)  -1.377
C (0.210, 2.985, 5.605)  0.332
O (1.274, 2.026, 5.493)  -0.280
C (1.102, 0.853, 6.076)  0.960
O (0.100, 0.479, 6.596)  -0.622
O (2.218, 0.186, 5.934)  -0.305
C (2.231, -1.109, 6.440)  -0.558
H (1.489, 4.465, 4.769)  0.154
H (1.371, 4.551, 6.554)  0.386
H (0.036, 5.092, 5.518)  0.409
H (-0.455, 2.848, 4.753)  -0.147
H (-0.383, 2.817, 6.508)  0.419
H (1.948, -1.201, 7.490)  0.310
H (3.234, -1.520, 6.355)  0.247
H (1.597, -1.792, 5.868)  0.138
C (-0.481, 0.897, 2.184)  -0.090
C (0.259, 0.125, 1.114)  1.613
O (-0.638, -0.147, 0.051)  0.239
C (-0.243, -1.006, -0.872)  -0.131
O (0.784, -1.644, -0.947)  -0.226
O (-1.229, -1.079, -1.789)  -0.054
C (-1.150, -2.129, -2.783)  -0.392
H (-0.860, 1.829, 1.765)  -0.163
H (0.103, 1.082, 3.078)  0.228
H (-1.351, 0.293, 2.468)  -0.043
H (0.710, -0.752, 1.580)  -1.090
H (1.095, 0.698, 0.705)  -0.450
H (-1.938, -2.030, -3.520)  0.086
H (-1.172, -3.073, -2.238)  0.219
H (-0.197, -2.015, -3.311)  0.115
C (5.218, 5.282, 2.025)  -1.088
C (5.718, 3.935, 1.495)  -0.275
O (4.597, 3.252, 0.899)  -0.143
C (4.873, 2.040, 0.472)  0.521
O (5.858, 1.446, 0.669)  -0.560
O (3.855, 1.584, -0.223)  -0.121
C (3.898, 0.176, -0.445)  -0.728
H (4.466, 5.090, 2.791)  0.182
H (4.779, 5.890, 1.238)  0.300
H (6.048, 5.804, 2.503)  0.401
H (6.016, 3.370, 2.382)  0.295
H (6.559, 4.066, 0.822)  0.335
H (4.287, -0.302, 0.448)  0.476
H (4.562, -0.002, -1.298)  0.410
H (2.924, -0.204, -0.738)  -0.092
C (0.593, 5.216, 1.440)  -1.070
C (0.933, 4.976, -0.018)  -0.365
O (0.851, 3.562, -0.286)  0.272
C (1.132, 3.181, -1.536)  -0.071
O (1.513, 3.903, -2.389)  -0.543
O (0.866, 1.896, -1.649)  0.503
C (1.173, 1.282, -2.889)  -0.737
H (0.854, 6.245, 1.691)  0.445
H (1.162, 4.530, 2.073)  0.175
H (-0.466, 5.051, 1.637)  0.226
H (1.902, 5.390, -0.292)  0.388
H (0.186, 5.503, -0.630)  0.195
H (1.190, 0.208, -2.731)  -0.026
H (2.104, 1.666, -3.295)  0.377
H (0.340, 1.468, -3.567)  0.190
F (-3.824, -2.214, 5.009)  -0.363
C (-3.866, -0.969, 4.516)  0.294
C (-4.936, -0.622, 3.714)  -0.580
C (-5.026, 0.673, 3.231)  -0.513
C (-4.034, 1.586, 3.578)  -0.348
C (-3.023, 1.238, 4.468)  -0.457
C (-2.862, -0.084, 4.848)  -0.113
H (-5.671, -1.403, 3.539)  0.468
H (-5.822, 1.001, 2.576)  0.464
H (-4.062, 2.597, 3.184)  0.411
H (-2.258, 1.967, 4.692)  0.122
H (-1.999, -0.325, 5.457)  0.622
F (0.515, -5.798, -1.839)  -0.222
C (0.027, -6.165, -0.667)  0.016
C (-0.503, -5.201, 0.156)  0.151
C (-0.881, -5.569, 1.439)  -0.420
C (-0.786, -6.900, 1.835)  -0.778
C (-0.275, -7.843, 0.975)  -0.406
C (0.183, -7.473, -0.277)  -0.505
H (-0.533, -4.160, -0.149)  0.384
H (-1.180, -4.826, 2.168)  0.572
H (-1.185, -7.203, 2.795)  0.414
H (-0.204, -8.872, 1.302)  0.370
H (0.646, -8.149, -0.984)  0.451
F (-2.475, 4.516, -0.329)  -0.355
C (-3.255, 3.429, -0.239)  -0.169
C (-2.666, 2.177, -0.177)  1.941
C (-3.531, 1.097, -0.171)  0.142
C (-4.912, 1.246, -0.231)  -1.102
C (-5.461, 2.523, -0.159)  -0.305
C (-4.618, 3.625, -0.150)  -0.988
H (-1.599, 2.063, -0.296)  -0.496
H (-3.090, 0.105, -0.155)  0.135
H (-5.560, 0.389, -0.358)  0.443
H (-6.541, 2.609, -0.201)  0.420
H (-5.025, 4.630, -0.186)  0.487

Properties
Structure (SMILES) ... CCOC(=O)OC.CCOC(=O)OC.CCOC(=O)OC.CCOC(=O)OC.CCOC(=O)OC.Fc1ccccc1.Fc1ccccc1.Fc1ccccc1.ClCCl.ClCCl.ClCCl
E_tot ... -5788.27227 a.u.
Charge ... 0
Relative energy (zero: lowest compared OMol25 entry of this formula, charge and spin) ... 0.00 kcal/mol
Kohn-Sham gap ... 9.3553 eV
F_max ... 3.7 eV/A

The following is a quantum chemistry calculation of 11 unconnected molecules or ions with the total composition C41H61F24N3O19 in a non-equilibrium geometry, from the OMol25 dataset.

Each line ends with the Mulliken charge.
Positions of all 148 atoms, in Å:
C (-17.880, -23.271, -11.266)  0.102
O (-17.919, -24.270, -10.581)  -0.573
N (-16.762, -22.528, -11.619)  0.127
C (-16.868, -21.225, -12.346)  -0.641
C (-15.402, -22.960, -11.168)  -0.670
H (-18.764, -22.699, -11.587)  0.332
H (-16.423, -20.359, -11.855)  -0.015
H (-17.843, -20.840, -12.646)  0.367
H (-16.268, -21.317, -13.251)  0.358
H (-14.849, -23.521, -11.921)  0.374
H (-14.870, -22.085, -10.793)  -0.067
H (-15.449, -23.591, -10.280)  0.309
C (-12.441, -16.638, -5.305)  -0.247
O (-12.751, -17.231, -6.289)  -0.478
N (-11.219, -16.408, -4.805)  0.430
C (-11.056, -15.334, -3.853)  -0.777
C (-10.087, -17.090, -5.417)  -0.843
H (-13.197, -16.150, -4.669)  0.381
H (-11.977, -14.763, -3.730)  0.160
H (-10.257, -14.692, -4.225)  0.344
H (-10.878, -15.701, -2.842)  0.301
H (-10.009, -17.853, -4.642)  0.346
H (-10.316, -17.537, -6.384)  0.083
H (-9.076, -16.687, -5.348)  0.361
C (-21.552, -17.767, -7.975)  0.218
O (-22.482, -17.975, -7.217)  -0.593
N (-20.582, -18.634, -8.354)  0.232
C (-19.439, -18.194, -9.199)  -0.851
C (-20.404, -20.089, -8.040)  -0.552
H (-21.353, -16.852, -8.553)  0.262
H (-19.505, -17.148, -9.500)  0.434
H (-19.293, -18.817, -10.082)  0.253
H (-18.491, -18.226, -8.663)  0.020
H (-20.480, -20.688, -8.947)  0.329
H (-19.449, -20.377, -7.600)  -0.206
H (-21.151, -20.399, -7.309)  0.364
C (-18.844, -24.033, -7.320)  -0.821
C (-19.768, -23.894, -6.073)  -0.269
O (-19.751, -22.608, -5.488)  0.026
C (-20.544, -22.315, -4.409)  0.102
O (-21.158, -23.159, -3.763)  -0.572
C (-20.505, -20.837, -4.067)  0.985
F (-21.677, -20.260, -4.402)  -0.284
F (-20.384, -20.770, -2.787)  -0.269
F (-19.469, -20.141, -4.629)  -0.190
H (-19.084, -23.351, -8.136)  0.170
H (-18.875, -25.025, -7.771)  0.462
H (-17.807, -23.776, -7.107)  0.007
H (-19.446, -24.511, -5.235)  0.190
H (-20.784, -24.188, -6.338)  0.391
C (-15.565, -15.835, -7.571)  -0.758
C (-14.358, -15.947, -8.544)  0.571
O (-14.510, -15.121, -9.683)  -0.411
C (-15.355, -15.310, -10.629)  0.487
O (-16.238, -16.209, -10.672)  -0.560
C (-15.234, -14.333, -11.780)  0.791
F (-14.540, -14.971, -12.736)  -0.225
F (-16.424, -13.929, -12.153)  -0.242
F (-14.581, -13.239, -11.448)  -0.268
H (-15.566, -14.860, -7.083)  0.361
H (-15.545, -16.576, -6.771)  -0.077
H (-16.489, -15.983, -8.129)  0.377
H (-14.165, -16.957, -8.905)  -0.149
H (-13.510, -15.614, -7.945)  -0.002
C (-12.050, -19.346, -8.473)  0.305
C (-12.085, -20.734, -8.000)  -0.793
O (-12.392, -20.917, -6.578)  -0.115
C (-11.546, -20.644, -5.578)  0.056
O (-10.353, -20.395, -5.830)  -0.651
C (-12.233, -20.628, -4.159)  1.045
F (-11.479, -21.276, -3.191)  -0.281
F (-12.240, -19.427, -3.722)  -0.206
F (-13.468, -21.210, -4.249)  -0.164
H (-11.266, -18.787, -7.962)  0.095
H (-13.018, -18.845, -8.489)  -0.174
H (-11.754, -19.362, -9.522)  0.022
H (-11.136, -21.231, -8.201)  0.491
H (-12.771, -21.346, -8.585)  0.254
C (-12.791, -18.000, -11.706)  -1.255
C (-13.865, -19.129, -12.064)  0.557
O (-13.558, -20.077, -13.049)  -0.402
C (-12.591, -21.087, -12.885)  0.491
O (-12.118, -21.319, -11.807)  -0.483
C (-12.301, -22.023, -14.177)  0.739
F (-12.863, -21.626, -15.305)  -0.244
F (-11.055, -22.103, -14.454)  -0.235
F (-12.714, -23.284, -13.858)  -0.243
H (-13.026, -17.391, -10.834)  0.168
H (-12.510, -17.324, -12.514)  0.333
H (-11.860, -18.501, -11.443)  0.387
H (-14.871, -18.764, -12.271)  0.578
H (-13.989, -19.681, -11.132)  -0.347
C (-16.131, -13.804, -4.002)  -0.878
C (-15.394, -13.661, -2.657)  0.016
O (-15.964, -14.483, -1.640)  -0.300
C (-15.534, -15.742, -1.384)  0.333
O (-14.651, -16.421, -2.017)  -0.465
C (-16.253, -16.423, -0.208)  0.881
F (-15.398, -17.184, 0.499)  -0.250
F (-16.840, -15.585, 0.604)  -0.236
F (-17.102, -17.350, -0.726)  -0.230
H (-15.887, -14.764, -4.457)  0.022
H (-15.764, -13.106, -4.754)  0.408
H (-17.198, -13.662, -3.828)  0.377
H (-15.491, -12.607, -2.398)  0.368
H (-14.381, -13.982, -2.898)  0.005
C (-17.151, -24.239, -0.878)  -1.127
C (-17.938, -24.269, -2.246)  -0.228
O (-17.133, -23.978, -3.354)  0.138
C (-16.304, -24.954, -3.816)  0.193
O (-16.184, -26.133, -3.473)  -0.582
C (-15.299, -24.454, -5.009)  0.899
F (-15.575, -25.043, -6.181)  -0.260
F (-15.570, -23.211, -5.225)  -0.186
F (-14.054, -24.615, -4.659)  -0.231
H (-16.507, -23.365, -0.982)  0.075
H (-16.661, -25.187, -0.656)  0.342
H (-17.874, -23.956, -0.113)  0.464
H (-18.629, -23.426, -2.223)  0.138
H (-18.544, -25.160, -2.404)  0.401
C (-15.337, -20.266, 0.586)  -1.229
C (-14.117, -20.063, -0.375)  0.582
O (-13.070, -21.060, -0.246)  -0.378
C (-13.165, -22.344, -0.754)  0.326
O (-14.049, -22.756, -1.465)  -0.410
C (-11.916, -23.217, -0.426)  0.771
F (-10.913, -22.516, 0.195)  -0.237
F (-12.322, -24.252, 0.343)  -0.238
F (-11.491, -23.744, -1.611)  -0.204
H (-16.252, -19.720, 0.357)  0.272
H (-15.076, -20.038, 1.619)  0.319
H (-15.612, -21.321, 0.569)  0.350
H (-13.757, -19.039, -0.270)  0.364
H (-14.419, -20.187, -1.415)  -0.297
C (-15.387, -18.992, -4.133)  -0.512
C (-16.118, -20.276, -4.651)  0.194
O (-15.792, -20.369, -6.078)  0.280
C (-16.580, -19.725, -6.912)  0.256
O (-17.492, -18.924, -6.649)  -0.638
C (-16.279, -20.056, -8.444)  0.544
F (-15.074, -20.617, -8.525)  -0.156
F (-17.244, -20.831, -8.883)  -0.060
F (-16.388, -18.927, -9.090)  -0.024
H (-16.128, -18.206, -4.278)  0.642
H (-14.557, -18.780, -4.808)  -0.370
H (-15.255, -18.977, -3.051)  -0.092
H (-17.197, -20.272, -4.497)  0.075
H (-15.753, -21.162, -4.132)  0.058

Properties
Structure (SMILES) ... CCOC(=O)C(F)(F)F.CCOC(=O)C(F)(F)F.CCOC(=O)C(F)(F)F.CCOC(=O)C(F)(F)F.CCOC(=O)C(F)(F)F.CCOC(=O)C(F)(F)F.CCOC(=O)C(F)(F)F.CCOC(=O)C(F)(F)F.CN(C)C=O.CN(C)C=O.CN(C)C=O
E_tot ... -5589.45691 a.u.
Charge ... 0
Relative energy (zero: lowest compared OMol25 entry of this formula, charge and spin) ... 68.98 kcal/mol
Kohn-Sham gap ... 8.8897 eV
F_max ... 5.6 eV/A

The following is a quantum chemistry calculation of a molecular structure, C41H62Cl6GeMoN4O3P3Si, from the OMol25 dataset.

Each line ends with the Mulliken charge.
Positions of all 122 atoms, in Å:
Mo (0.236, -0.606, 1.504)  -3.463
C (-0.987, -3.097, -2.695)  -1.520
C (-0.560, -3.878, -1.449)  -0.467
C (-1.761, -4.591, -0.830)  -1.382
P (0.545, -2.976, -0.224)  1.514
C (1.857, -2.449, -1.407)  -3.373
N (1.605, -1.129, -1.961)  0.708
Ge (0.588, 0.155, -0.979)  -0.184
N (-1.129, 0.004, -1.798)  1.431
C (-2.223, -0.472, -0.980)  -1.092
P (-2.107, 0.257, 0.680)  1.830
C (-2.623, 2.027, 0.404)  -0.059
C (-3.988, 2.145, -0.276)  -1.489
C (-1.624, 2.866, -0.399)  -0.881
C (-3.494, -0.528, 1.618)  1.985
C (-4.037, 0.413, 2.701)  -1.315
C (-4.607, -1.126, 0.751)  -1.421
C (-1.303, 0.099, -3.168)  0.761
C (-2.451, -0.305, -3.860)  -0.291
C (-2.487, -0.261, -5.244)  -1.090
C (-1.382, 0.155, -5.982)  -1.061
C (-0.246, 0.570, -5.312)  -0.376
C (-0.231, 0.579, -3.926)  -0.541
N (0.880, 1.076, -3.142)  1.527
C (2.157, 0.542, -3.540)  0.329
C (3.023, 1.143, -4.442)  -0.653
C (4.164, 0.469, -4.826)  -1.032
C (4.431, -0.805, -4.304)  -0.858
C (3.596, -1.391, -3.377)  -0.907
C (2.451, -0.701, -2.943)  0.523
C (0.937, 2.479, -2.963)  -0.066
C (0.617, 3.415, -3.935)  -0.001
C (0.895, 4.747, -3.709)  -1.076
C (1.519, 5.131, -2.510)  -0.880
C (1.781, 4.219, -1.516)  -1.283
C (1.425, 2.855, -1.688)  0.753
N (1.456, 1.908, -0.708)  0.415
C (1.849, 2.418, 0.609)  -2.244
P (1.187, 1.643, 2.157)  2.712
C (0.023, 2.960, 2.771)  0.219
C (-0.830, 2.530, 3.968)  -0.667
C (0.640, 4.335, 3.048)  -1.807
C (2.648, 1.616, 3.303)  1.140
C (2.208, 1.551, 4.771)  -1.501
C (3.659, 2.754, 3.094)  -1.667
C (1.415, -4.424, 0.564)  1.263
C (1.563, -5.656, -0.336)  -1.801
C (2.794, -4.038, 1.121)  -2.015
H (-1.094, -3.798, -3.527)  0.484
H (-0.274, -2.336, -3.005)  0.090
H (-1.958, -2.625, -2.561)  0.368
H (0.135, -4.640, -1.793)  1.318
H (-2.519, -3.874, -0.505)  -0.128
H (-1.490, -5.218, 0.021)  0.334
H (-2.223, -5.236, -1.585)  0.520
H (1.884, -3.179, -2.222)  1.157
H (2.820, -2.487, -0.895)  1.315
H (-2.207, -1.557, -0.835)  -1.546
H (-3.191, -0.209, -1.401)  1.210
H (-2.700, 2.439, 1.413)  0.693
H (-3.954, 1.783, -1.307)  0.196
H (-4.255, 3.203, -0.318)  0.483
H (-4.789, 1.632, 0.250)  0.346
H (-1.609, 2.561, -1.446)  0.380
H (-0.613, 2.797, -0.019)  -0.274
H (-1.927, 3.916, -0.363)  0.610
H (-3.009, -1.349, 2.140)  -1.056
H (-4.704, 1.171, 2.290)  0.319
H (-3.237, 0.917, 3.247)  0.059
H (-4.609, -0.168, 3.427)  0.503
H (-5.107, -0.393, 0.117)  0.170
H (-5.366, -1.546, 1.416)  0.566
H (-4.247, -1.937, 0.111)  0.150
H (-3.311, -0.686, -3.324)  0.497
H (-3.386, -0.579, -5.759)  0.449
H (-1.409, 0.160, -7.064)  0.472
H (0.629, 0.887, -5.869)  0.583
H (2.797, 2.119, -4.858)  0.572
H (4.838, 0.916, -5.544)  0.472
H (5.318, -1.338, -4.626)  0.428
H (3.845, -2.359, -2.966)  0.574
H (0.180, 3.099, -4.874)  0.612
H (0.675, 5.483, -4.472)  0.481
H (1.794, 6.168, -2.358)  0.467
H (2.272, 4.559, -0.618)  0.630
H (1.510, 3.446, 0.692)  0.636
H (2.933, 2.424, 0.691)  0.563
H (-0.657, 3.066, 1.928)  0.023
H (-0.310, 2.686, 4.912)  0.423
H (-1.126, 1.490, 3.908)  -0.752
H (-1.745, 3.128, 3.999)  0.494
H (1.266, 4.318, 3.941)  0.351
H (-0.171, 5.043, 3.236)  0.472
H (1.227, 4.737, 2.221)  0.307
H (3.149, 0.687, 3.053)  0.111
H (1.956, 2.543, 5.152)  0.311
H (3.038, 1.174, 5.368)  0.561
H (1.358, 0.892, 4.944)  0.008
H (3.196, 3.735, 2.995)  0.246
H (4.303, 2.586, 2.230)  0.455
H (4.311, 2.791, 3.970)  0.478
H (0.777, -4.702, 1.396)  0.548
H (2.047, -5.418, -1.288)  0.326
H (0.618, -6.161, -0.536)  0.389
H (2.208, -6.370, 0.179)  0.509
H (3.575, -4.240, 0.385)  0.417
H (3.018, -4.640, 2.004)  0.487
H (2.885, -2.986, 1.404)  0.303
O (-1.589, -3.271, 1.911)  -0.561
H (-1.173, -3.869, 2.548)  0.148
H (-2.523, -3.516, 1.908)  0.290
Cl (-1.174, -1.905, 6.991)  -0.084
C (-1.869, -1.223, 5.540)  1.059
Cl (-3.122, -2.317, 4.917)  -0.097
Cl (-2.556, 0.356, 5.897)  -0.067
C (-0.806, -1.064, 4.413)  -0.815
O (0.403, -1.335, 4.728)  -0.198
O (-1.156, -0.721, 3.270)  0.973
Cl (3.247, -1.778, 4.077)  -0.319
Si (1.357, -2.009, 3.369)  1.275
Cl (2.658, -0.523, 0.834)  -0.049
Cl (0.863, -3.977, 3.864)  -0.375

Properties
Expectation value of S² ... 3.8030
Spin multiplicity ... 4
E_tot ... -8263.82919 a.u.
Charge ... +2
Kohn-Sham gap (alpha / beta) ... 7.4619 / 4.0799 eV
F_max ... 0.8 eV/A